(1)
A structure of composition C32H36N6Ni2O2. Source: the Open Molecules 2025 dataset; level of theory: wB97M-V/def2-TZVPD.

## Properties
Net charge   +2
Strongest force on any atom   0.048 Eh/bohr
Energy above the lowest of the compared OMol25 structures with the same formula, charge and spin   0.0 kJ/mol
E   -4736.18133 a.u.
Frontier orbital gap (alpha / beta)   9.47 / 8.65 eV
Spin multiplicity   5

Last column: Mulliken charge in e.
CARTESIAN COORDINATES (ANGSTROEM)
Ni (0.41, 0.83, -1.46)  0.3234
Ni (-1.31, -0.34, 0.98)  0.1858
O (0.54, -0.10, 0.38)  1.5499
H (1.38, -0.53, 0.49)  -0.6366
C (-3.23, 1.75, -2.45)  -1.2388
C (-2.90, 0.55, -1.56)  -0.6874
O (-1.63, 0.62, -0.95)  0.4381
H (-4.32, 1.78, -2.49)  0.4151
H (-2.74, 1.76, -3.43)  0.2767
H (-3.00, 2.69, -1.94)  0.2024
H (-2.97, -0.37, -2.16)  0.1964
H (-3.68, 0.48, -0.80)  0.4604
N (0.48, 2.80, -0.42)  0.7804
C (1.21, 3.18, 0.65)  -0.5705
C (1.26, 4.44, 1.18)  -1.0724
C (0.48, 5.43, 0.63)  -0.3735
C (-0.27, 5.12, -0.50)  -0.8580
C (-0.27, 3.80, -0.96)  -0.4211
H (1.70, 2.30, 1.06)  0.5854
H (1.94, 4.61, 2.01)  0.5121
H (0.43, 6.46, 0.96)  0.4547
H (-0.93, 5.81, -1.01)  0.4839
H (-0.80, 3.63, -1.89)  0.4596
N (-0.76, -2.01, 2.54)  0.1565
C (-1.54, -3.09, 2.79)  -0.2690
C (-1.15, -4.03, 3.70)  -0.7691
C (0.04, -3.89, 4.38)  -0.2504
C (0.89, -2.85, 4.05)  -1.0261
C (0.47, -1.96, 3.05)  -0.2074
H (-2.52, -3.12, 2.33)  0.4787
H (-1.90, -4.79, 3.86)  0.4582
H (0.34, -4.62, 5.12)  0.4211
H (1.91, -2.77, 4.40)  0.4101
H (1.16, -1.22, 2.67)  0.4713
N (-1.32, 1.36, 2.12)  0.4206
C (-2.08, 2.38, 1.70)  0.1337
C (-2.16, 3.60, 2.36)  -0.8989
C (-1.38, 3.84, 3.46)  -0.3611
C (-0.63, 2.77, 3.96)  -0.8419
C (-0.69, 1.56, 3.31)  -0.0586
H (-2.65, 2.19, 0.80)  0.3171
H (-2.82, 4.34, 1.93)  0.4772
H (-1.46, 4.75, 4.04)  0.4907
H (-0.11, 2.79, 4.91)  0.4894
H (-0.03, 0.81, 3.73)  0.3238
N (2.63, 1.26, -1.30)  0.4108
C (3.19, 2.26, -2.06)  -0.2688
C (4.49, 2.71, -2.00)  -0.8389
C (5.39, 1.89, -1.34)  -0.3464
C (4.91, 0.85, -0.57)  -1.0365
C (3.55, 0.61, -0.58)  -0.1414
H (2.47, 2.85, -2.61)  0.3895
H (4.64, 3.61, -2.57)  0.4357
H (6.44, 2.13, -1.35)  0.3964
H (5.63, 0.33, 0.04)  0.4402
H (3.16, -0.21, 0.02)  0.4700
N (-1.38, -2.45, -0.25)  0.9797
C (-0.35, -3.30, -0.14)  -0.1918
C (-0.31, -4.67, -0.41)  -0.9883
C (-1.51, -5.21, -0.86)  -0.4998
C (-2.60, -4.39, -1.01)  -1.0042
C (-2.51, -3.06, -0.71)  -0.6620
H (0.57, -2.84, 0.21)  0.2990
H (0.59, -5.24, -0.19)  0.5350
H (-1.45, -6.28, -1.02)  0.4841
H (-3.53, -4.90, -1.26)  0.4858
H (-3.35, -2.39, -0.87)  0.5030
N (0.58, -0.94, -2.61)  0.4668
C (1.60, -1.80, -2.54)  -0.1271
C (1.60, -3.07, -3.11)  -0.9565
C (0.51, -3.44, -3.89)  -0.3017
C (-0.55, -2.56, -3.98)  -0.9280
C (-0.45, -1.31, -3.39)  -0.1019
H (2.43, -1.53, -1.89)  0.3611
H (2.48, -3.69, -3.01)  0.4848
H (0.51, -4.44, -4.29)  0.4477
H (-1.46, -2.84, -4.50)  0.4728
H (-1.31, -0.66, -3.49)  0.4987

(2)
A structure of composition C25H21N5O4STc. Source: the Open Molecules 2025 dataset; level of theory: wB97M-V/def2-TZVPD.

## Properties
Net charge   +2
Strongest force on any atom   0.049 Eh/bohr
Energy above the lowest of the compared OMol25 structures with the same formula, charge and spin   22.0 kJ/mol
E   -2018.54118 a.u.
Frontier orbital gap (alpha / beta)   5.70 / 4.26 eV
Spin multiplicity   4

Last column: natural (NBO) charge in e.
CARTESIAN COORDINATES (ANGSTROEM)
Tc (0.34, -0.04, -0.32)  1.2061
C (-3.73, -1.63, -0.83)  -0.7002
C (-2.45, -0.85, -0.82)  0.3074
N (-1.45, -1.10, -0.03)  -0.2337
N (-1.56, -2.07, 0.92)  -0.4508
C (-0.43, -2.54, 1.66)  0.3058
N (-0.85, -3.01, 2.90)  -0.8128
S (0.74, -0.89, 1.80)  -0.0454
C (-2.23, 0.26, -1.74)  0.1627
C (-3.22, 0.84, -2.52)  -0.1896
C (-2.92, 1.91, -3.33)  -0.0932
C (-1.61, 2.38, -3.37)  -0.2141
C (-0.67, 1.77, -2.57)  0.0990
N (-0.96, 0.75, -1.76)  -0.4937
H (-3.62, -2.58, -0.32)  0.2608
H (-4.54, -1.07, -0.36)  0.2697
H (-4.02, -1.82, -1.86)  0.2666
H (-2.43, -2.08, 1.43)  0.4123
H (-1.24, -2.34, 3.54)  0.3943
H (-0.26, -3.69, 3.35)  0.4161
H (-4.24, 0.46, -2.47)  0.2543
H (-3.69, 2.38, -3.93)  0.2596
H (-1.33, 3.21, -4.01)  0.2615
H (0.36, 2.11, -2.56)  0.2139
O (1.85, 3.74, 0.81)  -0.5931
C (1.57, 2.54, 0.40)  0.8171
O (0.45, 2.04, 0.46)  -0.5804
C (2.68, 1.76, -0.18)  0.0584
C (4.01, 2.12, -0.26)  -0.1440
C (4.90, 1.21, -0.83)  -0.1140
C (4.43, 0.00, -1.32)  -0.1414
C (3.08, -0.28, -1.19)  0.1356
N (2.23, 0.58, -0.63)  -0.4108
C (2.39, -1.55, -1.66)  0.7481
O (2.99, -2.41, -2.24)  -0.5000
O (1.11, -1.56, -1.35)  -0.6221
H (1.10, 4.21, 1.20)  0.5372
H (4.34, 3.08, 0.11)  0.2698
H (5.95, 1.45, -0.89)  0.2641
H (5.08, -0.73, -1.78)  0.2819
C (4.50, -4.33, 1.80)  -0.2090
C (3.74, -3.60, 2.70)  -0.1843
C (2.38, -3.41, 2.49)  -0.2332
C (1.75, -3.90, 1.33)  -0.0001
C (0.42, -3.57, 0.93)  -0.0480
C (-0.15, -4.20, -0.18)  -0.1806
C (0.58, -5.10, -0.95)  -0.2244
C (1.91, -5.33, -0.66)  -0.1067
C (2.52, -4.73, 0.46)  -0.0966
C (3.89, -4.92, 0.71)  -0.1504
H (5.56, -4.45, 1.96)  0.2332
H (4.20, -3.20, 3.59)  0.2289
H (1.81, -2.91, 3.26)  0.2049
H (-1.17, -3.99, -0.44)  0.2101
H (0.11, -5.58, -1.79)  0.2333
H (2.50, -5.98, -1.28)  0.2303
H (4.46, -5.52, 0.01)  0.2298

(3)
An isolated molecule of C5H11NO. Source: the Open Molecules 2025 dataset; level of theory: wB97M-V/def2-TZVPD.

## Properties
SMILES   COC1CN(C)C1
Net charge   0
Strongest force on any atom   0.006 Eh/bohr
Energy above the lowest of the compared OMol25 structures with the same formula, charge and spin   233.7 kJ/mol
E   -327.04232 a.u.
Frontier orbital gap   9.85 eV
Spin multiplicity   1

Last column: natural (NBO) charge in e.
CARTESIAN COORDINATES (ANGSTROEM)
C (-2.68, 0.19, 0.99)  -0.2522
O (-1.71, -0.68, 0.45)  -0.5318
C (-0.83, -0.07, -0.44)  0.0990
C (0.30, 0.83, 0.10)  -0.2537
N (1.21, 0.17, -0.85)  -0.4188
C (2.57, -0.07, -0.43)  -0.4097
C (0.30, -0.98, -0.94)  -0.2302
H (-2.46, 0.40, 2.05)  0.1764
H (-3.67, -0.28, 0.93)  0.1864
H (-2.72, 1.15, 0.45)  0.1706
H (-1.36, 0.41, -1.27)  0.1689
H (0.23, 1.92, 0.00)  0.1917
H (0.52, 0.56, 1.15)  0.1704
H (2.63, -0.61, 0.53)  0.1609
H (3.09, 0.89, -0.33)  0.2011
H (3.09, -0.65, -1.20)  0.2018
H (0.52, -1.75, -0.17)  0.1756
H (0.22, -1.45, -1.92)  0.1938

(4)
A structure of composition C39H44N9OSeW. Source: the Open Molecules 2025 dataset; level of theory: wB97M-V/def2-TZVPD.

## Properties
Net charge   +3
Strongest force on any atom   0.041 Eh/bohr
Energy above the lowest of the compared OMol25 structures with the same formula, charge and spin   0.0 kJ/mol
E   -4548.40934 a.u.
Frontier orbital gap (alpha / beta)   6.20 / 6.21 eV
Spin multiplicity   1

Last column: Mulliken charge in e.
CARTESIAN COORDINATES (ANGSTROEM)
W (0.61, -0.07, -0.09)  0.1723
C (-0.46, -1.12, -3.45)  -1.3851
C (-1.27, -1.74, -2.36)  0.7146
C (-2.21, -2.70, -2.72)  -1.1097
C (-2.96, -3.34, -1.75)  -1.2078
C (-2.77, -2.96, -0.43)  -0.7896
C (-1.87, -1.96, -0.13)  0.8235
N (-1.09, -1.36, -1.08)  0.7478
C (-1.73, -1.43, 1.22)  0.4315
C (-2.48, -1.86, 2.30)  -0.7401
C (-2.36, -1.21, 3.52)  -1.5872
C (-1.56, -0.08, 3.59)  -0.9752
C (-0.83, 0.32, 2.49)  0.3407
N (-0.83, -0.41, 1.34)  0.7998
C (-0.05, 1.55, 2.44)  0.9069
C (0.07, 2.38, 3.54)  -0.8186
C (0.75, 3.58, 3.43)  -1.2242
C (1.28, 3.91, 2.20)  -0.9394
C (1.18, 3.03, 1.13)  0.7428
C (1.85, 3.39, -0.15)  -1.1088
N (0.52, 1.85, 1.24)  0.5754
H (-0.31, -1.83, -4.26)  0.6695
H (0.51, -0.79, -3.09)  -0.1346
H (-1.00, -0.26, -3.87)  0.5028
H (-2.34, -2.94, -3.76)  0.6335
H (-3.67, -4.11, -2.02)  0.5205
H (-3.33, -3.44, 0.35)  0.5310
H (-3.18, -2.67, 2.20)  0.6174
H (-2.92, -1.55, 4.38)  0.5161
H (-1.54, 0.50, 4.50)  0.5673
H (-0.37, 2.10, 4.49)  0.5236
H (0.87, 4.23, 4.28)  0.4775
H (1.81, 4.85, 2.07)  0.5630
H (2.47, 4.28, -0.02)  0.5885
H (1.11, 3.63, -0.92)  0.2027
H (2.49, 2.58, -0.47)  -0.0499
Se (0.95, 4.57, -6.30)  0.4066
N (2.11, 3.49, -5.54)  -0.8445
C (1.51, 2.92, -4.53)  0.4602
C (2.16, 1.97, -3.64)  0.3675
C (3.49, 1.60, -3.75)  -1.1339
C (4.00, 0.71, -2.82)  -1.0336
C (3.18, 0.20, -1.84)  -0.3660
N (1.88, 0.52, -1.71)  0.3083
C (1.39, 1.43, -2.60)  0.3067
C (0.03, 1.84, -2.37)  -0.1057
N (-0.58, 1.29, -1.29)  0.9484
C (-1.84, 1.66, -1.03)  -0.3302
C (-2.54, 2.55, -1.82)  -1.2941
C (-1.93, 3.12, -2.92)  -0.9292
C (-0.62, 2.76, -3.21)  0.9701
C (0.14, 3.30, -4.31)  0.5541
N (-0.33, 4.18, -5.17)  -0.8390
H (4.11, 2.01, -4.54)  0.6044
H (5.04, 0.41, -2.86)  0.6734
H (3.56, -0.51, -1.12)  -0.0351
H (-2.31, 1.21, -0.16)  0.4216
H (-3.56, 2.80, -1.56)  0.5549
H (-2.45, 3.83, -3.55)  0.6562
C (4.12, -1.43, 1.33)  -1.4759
C (3.16, -0.37, 1.88)  0.9469
C (3.89, 0.96, 2.06)  -1.1381
C (2.54, -0.85, 3.19)  -1.3586
O (2.10, -0.17, 0.92)  1.6948
H (4.83, -1.72, 2.11)  0.6007
H (4.70, -1.04, 0.50)  0.3773
H (3.57, -2.31, 1.02)  0.1834
H (4.77, 0.83, 2.68)  0.4750
H (3.24, 1.70, 2.54)  0.2360
H (4.21, 1.35, 1.09)  0.1874
H (3.32, -1.16, 3.88)  0.5585
H (1.89, -1.71, 3.00)  0.1809
H (1.96, -0.06, 3.66)  0.3161
C (2.64, -6.23, -1.50)  -0.9517
C (1.52, -5.36, -2.05)  -0.8628
N (1.50, -3.96, -1.57)  0.5397
C (2.10, -2.96, -2.46)  -0.0102
C (3.62, -3.05, -2.50)  -1.4982
C (1.03, -3.62, -0.37)  0.8543
C (0.46, -4.70, 0.51)  -2.1477
N (1.04, -2.37, 0.07)  0.2456
H (2.51, -7.24, -1.89)  0.4286
H (2.63, -6.29, -0.41)  0.2171
H (3.62, -5.88, -1.81)  0.2636
H (0.55, -5.82, -1.85)  0.4753
H (1.62, -5.31, -3.14)  0.4680
H (1.79, -1.99, -2.10)  -0.5270
H (1.70, -3.12, -3.46)  0.4265
H (4.04, -2.93, -1.50)  0.2729
H (4.02, -2.26, -3.14)  0.4383
H (3.95, -4.00, -2.91)  0.4501
H (-0.28, -5.29, -0.03)  0.4805
H (-0.02, -4.26, 1.38)  0.3670
H (1.23, -5.38, 0.85)  0.3799
H (0.76, -2.42, 1.04)  -0.5137